{
  "formula": "C33H25N8O9Pm",
  "method": "the ωB97M-V functional and the def2-TZVPD basis",
  "fmax_ev_per_a": 2.51,
  "multiplicity": 5,
  "energy_ha": -2996.00644,
  "s2": 6.00,
  "species": ["Pm", "O", "C", "C", "C", "C", "C", "C", "C", "N", "C", "C", "N", "C", "C", "C", "C", "C", "C", "C", "O", "H", "H", "H", "H", "H", "H", "H", "H", "H", "H", "H", "H", "H", "H", "C", "C", "N", "C", "C", "C", "C", "C", "C", "C", "C", "N", "C", "N", "H", "H", "H", "H", "H", "H", "H", "H", "H", "O", "N", "O", "C", "C", "C", "C", "O", "C", "C", "N", "O", "O", "N", "O", "O", "H", "H"],
  "coordinates": [[0.2371, -0.8473, -0.4131], [1.0805, 0.9587, -1.2087], [2.0386, 1.7677, -0.9050], [1.8154, 3.1709, -0.9142], [2.8356, 4.0669, -0.7492], [4.1707, 3.5975, -0.5766], [4.4330, 2.2523, -0.5012], [3.3981, 1.2967, -0.5932], [3.6839, -0.0614, -0.3448], [2.7715, -0.9903, -0.1388], [3.2349, -2.3358, 0.1299], [2.5968, -3.3057, -0.8727], [1.1690, -3.0603, -0.9140], [0.3466, -4.0141, -0.6996], [-1.0901, -3.8620, -0.7724], [-1.9054, -4.8987, -0.2930], [-3.2754, -4.8455, -0.3764], [-3.8730, -3.7352, -0.9790], [-3.1082, -2.7093, -1.4787], [-1.6951, -2.7186, -1.3926], [-1.0023, -1.7440, -1.9096], [0.7967, 3.5077, -1.0594], [2.6333, 5.1297, -0.7661], [4.9807, 4.3096, -0.4860], [5.4432, 1.8984, -0.3376], [4.7456, -0.3166, -0.2736], [2.9055, -2.6228, 1.1283], [4.3271, -2.4109, 0.0767], [2.8390, -4.3371, -0.5937], [3.0008, -3.0915, -1.8658], [0.7196, -5.0186, -0.4749], [-1.4281, -5.7570, 0.1676], [-3.8815, -5.6579, 0.0007], [-4.9523, -3.6860, -1.0582], [-3.5667, -1.8641, -1.9776], [-4.0514, 1.2024, 0.6509], [-3.0587, 0.2488, 0.5726], [-2.0387, 0.3438, -0.2783], [-1.9945, 1.3871, -1.1168], [-2.9503, 2.4115, -1.1247], [-3.9841, 2.2961, -0.1901], [-2.9918, 3.6207, -1.9716], [-2.2907, 4.1776, -2.9786], [-1.1940, 3.7799, -3.8783], [-0.3635, 4.7824, -4.3860], [0.6410, 4.3987, -5.2542], [0.8036, 3.1387, -5.6453], [-0.0634, 2.2669, -5.1505], [-1.0453, 2.5234, -4.2975], [-4.8607, 1.0922, 1.3588], [-3.0653, -0.6227, 1.2185], [-1.1852, 1.3997, -1.8214], [-4.7491, 3.0613, -0.1366], [-3.8066, 4.2583, -1.6413], [-2.6117, 5.1881, -3.2124], [-0.4867, 5.8166, -4.0953], [1.3379, 5.1218, -5.6636], [0.0356, 1.2370, -5.4764], [1.0840, -1.6024, 7.7893], [0.6888, -0.6834, 7.0963], [0.4059, 0.4273, 7.5072], [0.5372, -0.9303, 5.6713], [0.1594, 0.0978, 4.8317], [0.0148, -0.1461, 3.4853], [0.1733, -1.4516, 2.8885], [-0.1484, -1.6878, 1.6960], [0.6510, -2.4492, 3.8212], [0.8065, -2.1924, 5.1610], [0.9879, -3.7925, 3.3720], [1.0040, -4.6776, 4.2092], [1.2457, -3.9676, 2.1957], [-0.3222, 0.9519, 2.6332], [-0.8965, 1.9134, 3.0941], [0.0062, 0.8812, 1.4498], [0.0043, 1.0938, 5.2215], [1.1472, -2.9798, 5.8171]],
  "forces_ev_per_angstrom": [[0.28, 0.04, 0.77], [0.27, 0.54, -0.27], [1.80, 0.32, 0.18], [-0.17, -0.45, -0.04], [1.15, -0.62, 0.12], [-0.47, 0.59, -0.07], [-0.56, -0.12, 0.05], [-1.68, 1.74, -0.55], [-1.38, -2.06, 0.43], [1.58, 1.41, -0.37], [0.07, -0.27, -0.16], [0.15, 0.13, 0.21], [0.19, -0.49, 0.20], [0.23, -0.04, -0.24], [-0.38, 0.47, -0.10], [0.12, 0.00, 0.09], [-0.05, -0.08, 0.03], [0.03, -0.02, 0.06], [0.11, 0.15, -0.07], [-0.44, -0.88, -0.18], [-0.54, -0.32, -0.96], [-0.05, -0.02, -0.07], [0.03, 0.02, 0.00], [-0.03, 0.00, 0.00], [0.07, 0.02, 0.04], [-0.02, -0.17, 0.01], [0.04, -0.03, 0.08], [-0.01, -0.04, 0.04], [-0.03, -0.02, -0.07], [0.03, -0.09, -0.01], [0.00, 0.00, 0.01], [0.03, -0.01, -0.03], [0.01, 0.01, 0.02], [0.00, 0.01, -0.03], [0.02, 0.02, 0.02], [-0.15, 0.06, 0.02], [0.16, -0.14, 0.12], [-0.32, 0.61, -0.24], [-0.57, 0.13, -0.01], [-0.06, -0.22, -0.04], [0.06, -0.10, -0.08], [0.31, 0.17, -0.24], [-0.34, -0.14, 0.29], [0.26, 0.00, -0.22], [0.08, -0.07, 0.12], [-0.06, 0.06, 0.01], [0.09, -0.06, -0.11], [-0.01, 0.04, 0.06], [-0.27, -0.32, 0.57], [0.02, -0.01, 0.01], [0.02, 0.00, 0.00], [0.29, 0.08, -0.23], [0.03, 0.02, -0.01], [0.08, 0.10, 0.04], [-0.10, -0.01, 0.00], [0.00, 0.00, 0.01], [-0.02, 0.03, 0.03], [0.00, 0.02, 0.02], [-0.06, 0.11, -0.09], [0.05, 0.07, 0.24], [0.05, -0.13, -0.05], [0.03, -0.14, -0.39], [-0.01, 0.24, 0.10], [0.21, -0.78, 0.22], [0.00, 0.00, 0.33], [0.07, -0.49, 0.38], [-0.14, 0.57, -0.13], [0.03, -0.04, 0.13], [-0.12, -0.45, 0.01], [0.00, 0.13, -0.07], [0.03, 0.12, 0.02], [-0.15, 0.36, -0.34], [0.03, -0.04, 0.09], [0.20, 0.49, 0.24], [-0.05, -0.01, 0.01], [-0.03, -0.01, 0.01]]
}